Entry from the Open Molecules 2025 dataset: a structure of composition C28H39BN14O4Zr at a distorted geometry (ωB97M-V with the def2-TZVPD basis set).

Cartesian coordinates (Å):
Zr  0.11501  -0.19438  -0.23658
C  2.69564  0.23406  -3.29035
C  2.15592  -1.05513  -2.76359
C  2.09926  -2.26823  -3.45743
C  1.61650  -3.18287  -2.55648
N  1.40919  -2.55769  -1.38447
N  1.70730  -1.22166  -1.50764
B  0.83281  -3.13904  -0.08082
N  1.49590  -2.45163  1.13500
C  2.09584  -3.07367  2.16186
C  2.56958  -2.12460  3.03189
C  2.20259  -0.89817  2.48250
C  2.53259  0.42734  3.09591
N  1.54355  -1.08926  1.32359
N  -0.70094  -2.86074  -0.00374
C  -1.74266  -3.62046  -0.39601
C  -2.88410  -3.08765  0.14497
C  -2.46995  -1.93091  0.87728
C  -3.32159  -1.08163  1.73053
N  -1.14559  -1.78671  0.76003
N  1.15714  -4.64013  -0.03762
C  2.44038  -5.19181  -0.21488
C  2.34965  -6.52032  0.01160
C  0.98000  -6.74742  0.32665
C  0.30632  -8.01359  0.65598
N  0.28189  -5.56302  0.29013
H  3.66752  0.05492  -3.75089
H  2.03889  0.63765  -4.06161
H  2.80801  0.96708  -2.50117
H  2.41633  -2.45224  -4.47317
H  1.44159  -4.24412  -2.66933
H  2.16022  -4.15001  2.22232
H  3.10469  -2.28682  3.95483
H  3.17057  0.26129  3.96037
H  3.08828  1.06377  2.40583
H  1.64342  0.94187  3.47166
H  -1.61199  -4.49980  -1.00361
H  -3.89172  -3.47044  0.06105
H  -4.37231  -1.26741  1.51977
H  -3.13474  -1.33533  2.77973
H  -3.10582  -0.02319  1.61997
H  3.28641  -4.57075  -0.48390
H  3.13382  -7.26181  -0.03731
H  0.98144  -8.85888  0.57155
H  -0.09059  -7.97394  1.67707
H  -0.56592  -8.16640  0.01443
N  0.95811  1.83151  0.79681
C  -0.18791  2.81169  0.79501
C  -0.09749  3.88557  1.87606
C  1.09381  4.86197  1.87537
C  0.92851  6.15066  1.05499
N  0.72962  6.03206  -0.40098
C  1.69723  5.92714  -1.29769
N  1.41451  5.94934  -2.60137
N  2.96645  5.75407  -0.89985
C  -1.41209  1.91833  1.03974
O  -2.12889  2.07013  1.98810
O  -1.48909  0.93679  0.13807
H  1.23840  1.72116  1.76087
H  1.75347  2.20749  0.29506
H  -0.28698  3.21736  -0.20403
H  -0.10969  3.35152  2.82822
H  -1.02605  4.46162  1.86676
H  2.03343  4.34868  1.63639
H  1.20812  5.22769  2.89793
H  1.78071  6.80957  1.22839
H  0.05672  6.68451  1.42633
H  -0.20225  6.19075  -0.74833
H  0.49109  6.18538  -2.92589
H  2.14729  5.95238  -3.28999
H  3.21024  5.94994  0.05810
H  3.71062  5.89022  -1.56666
O  0.38741  1.27190  -1.66487
N  -0.52629  1.28125  -2.60616
N  -1.19187  0.21870  -2.68737
O  -0.97266  -0.80648  -1.86124
C  -2.18418  0.04806  -3.73362
C  -3.03708  -1.03936  -3.63903
C  -3.98832  -1.23211  -4.62737
C  -4.07922  -0.34767  -5.68941
C  -3.21358  0.73674  -5.77063
C  -2.25617  0.94259  -4.79559
H  -2.96225  -1.71337  -2.79848
H  -4.66166  -2.07643  -4.56463
H  -4.82520  -0.50001  -6.45881
H  -3.27877  1.42391  -6.60395
H  -1.57181  1.77672  -4.85563

## Properties
spin multiplicity	2
E_LUMO (spin up / spin down)	-7.34 / -11.21	eV
charge	+3
energy relative to the best compared isomer or geometry (same formula, charge and spin)	1.543	eV
calculated total energy	-2229.1446	Eh
largest force on an atom	2.0	eV/A

From a Mulliken analysis of the wavefunction, the atomic charges in e read:
1. Zr 0.35
2. C -1.50
3. C 0.76
4. C -1.42
5. C -0.09
6. N 1.89
7. N -0.84
8. B -0.69
9. N 1.26
10. C -0.17
11. C -1.60
12. C 0.99
13. C -1.69
14. N -0.77
15. N 2.26
16. C -0.05
17. C -1.45
18. C 0.80
19. C -1.29
20. N -0.94
21. N 1.18
22. C -0.38
23. C -1.05
24. C 0.67
25. C -1.21
26. N -1.04
27. H 0.52
28. H 0.28
29. H 0.17
30. H 0.53
31. H 0.60
32. H 0.48
33. H 0.51
34. H 0.49
35. H 0.40
36. H 0.34
37. H 0.59
38. H 0.51
39. H 0.42
40. H 0.30
41. H 0.17
42. H 0.58
43. H 0.50
44. H 0.39
45. H 0.34
46. H 0.36
47. N -0.03
48. C 0.37
49. C -0.97
50. C -0.38
51. C -1.51
52. N -0.05
53. C 0.89
54. N -0.43
55. N -0.38
56. C 0.10
57. O -0.61
58. O -0.56
59. H -0.32
60. H 0.18
61. H 0.46
62. H 0.46
63. H 0.62
64. H 0.27
65. H 0.36
66. H 0.52
67. H 0.45
68. H 0.26
69. H 0.20
70. H 0.21
71. H 0.22
72. H 0.24
73. O -0.01
74. N -1.08
75. N 1.55
76. O -0.47
77. C 0.50
78. C -0.11
79. C -0.83
80. C -0.54
81. C -0.66
82. C -0.47
83. H 0.35
84. H 0.42
85. H 0.42
86. H 0.42
87. H 0.46

***

Entry from the Open Molecules 2025 dataset: an isolated molecule of C36H48ClN3O6 at a distorted geometry (ωB97M-V with the def2-TZVPD basis set).

Cartesian coordinates (Å):
C  -1.53595  -1.66957  -3.59675
C  -2.36320  -2.89422  -3.21730
H  -1.72220  -3.68452  -2.80551
H  -2.86927  -3.29566  -4.09953
O  -3.41787  -2.57862  -2.33099
C  -3.11553  -2.16133  -1.06919
C  -1.94590  -2.48239  -0.39544
C  -1.74508  -2.03094  0.90152
C  -2.71812  -1.25354  1.51865
C  -3.89828  -0.92761  0.86646
C  -4.11717  -1.39975  -0.43749
O  -5.22945  -1.15539  -1.18243
C  -6.49922  -1.11537  -0.54906
C  -7.54834  -1.38135  -1.61826
H  -8.53996  -1.36736  -1.17446
H  -7.37301  -2.34958  -2.07911
H  -7.49377  -0.61863  -2.38972
H  -6.55203  -1.88163  0.23363
H  -6.66423  -0.13551  -0.08746
O  -4.87593  -0.14807  1.41710
C  -4.76973  0.23040  2.77505
C  -6.08268  0.89008  3.16694
H  -6.03118  1.23464  4.19577
H  -6.89918  0.17989  3.06893
H  -6.27965  1.73475  2.51325
H  -4.58609  -0.65083  3.40340
H  -3.93655  0.93578  2.90271
H  -2.53070  -0.92000  2.52641
C  -0.57038  -2.39897  1.74347
O  -0.72414  -2.65989  2.92774
N  0.66381  -2.44303  1.17257
C  1.02260  -1.89004  -0.11421
H  0.18610  -1.31828  -0.50960
C  2.25174  -0.97499  0.00023
H  3.16010  -1.57348  -0.09424
H  2.23185  -0.26250  -0.82306
C  2.26350  -0.23289  1.34578
C  2.37542  -1.28219  2.48165
H  3.41339  -1.41565  2.79052
C  1.80197  -2.63943  2.04417
H  1.46759  -3.20418  2.91526
H  2.54703  -3.22940  1.50298
H  1.82059  -0.92482  3.34937
C  3.46521  0.72695  1.40977
O  3.34818  1.91479  1.63385
N  4.66883  0.14365  1.23151
H  4.72392  -0.83598  1.00942
C  5.89917  0.89862  1.18617
H  6.65483  0.38364  1.78780
C  6.41802  1.10480  -0.24367
C  6.81093  -0.22081  -0.89871
C  7.34684  0.00745  -2.30964
C  8.54398  0.95142  -2.28346
C  8.15390  2.27773  -1.63951
C  7.62002  2.04990  -0.22850
H  7.33018  3.00354  0.21655
H  8.40880  1.61679  0.39165
H  9.01806  2.94388  -1.60375
H  7.38337  2.76101  -2.24414
H  8.90615  1.12132  -3.29919
H  9.35452  0.49438  -1.71098
H  7.63392  -0.94792  -2.75426
H  6.55803  0.44099  -2.92862
H  5.94670  -0.88752  -0.94846
H  7.58072  -0.70714  -0.29356
H  5.61468  1.56364  -0.83003
H  5.68221  1.86856  1.63948
C  0.98250  0.59675  1.56341
H  1.13359  1.18366  2.47256
C  0.61282  1.60042  0.46605
H  1.45948  2.26091  0.26571
C  -0.67204  2.36121  0.83099
C  -1.61814  1.83323  -0.22450
N  -1.03373  1.07209  -1.06534
O  0.28857  0.93916  -0.77823
C  -3.02926  2.14196  -0.30905
C  -3.64680  2.95782  0.63879
C  -4.99767  3.23357  0.55438
C  -5.74022  2.69027  -0.48184
C  -5.14146  1.89219  -1.44573
C  -3.79386  1.62031  -1.35555
H  -3.31174  0.99151  -2.08553
H  -5.72802  1.47705  -2.24905
Cl  -7.43622  3.01171  -0.57081
H  -5.47366  3.86693  1.28745
H  -3.07355  3.38161  1.44953
H  -0.56148  3.44334  0.74684
H  -1.01475  2.11939  1.83727
H  0.13341  -0.06853  1.72055
H  1.24870  -2.70538  -0.81471
H  -1.21782  -3.12985  -0.85427
H  -2.16786  -0.94031  -4.09667
H  -1.11056  -1.19912  -2.71353
H  -0.73231  -1.95955  -4.26818

## Properties
E_LUMO	0.52	eV
energy relative to the best compared isomer or geometry (same formula, charge and spin)	0.000	eV
calculated total energy	-2476.5047	Eh
largest force on an atom	1.1	eV/A

From a Mulliken analysis of the wavefunction, the atomic charges in e read:
1. C -0.65
2. C -0.48
3. H 0.30
4. H 0.43
5. O -0.57
6. C 0.64
7. C 0.38
8. C -0.28
9. C -0.48
10. C 0.73
11. C 0.15
12. O -0.32
13. C 0.03
14. C -1.54
15. H 0.39
16. H 0.34
17. H 0.29
18. H 0.39
19. H 0.00
20. O -0.17
21. C -0.27
22. C -1.38
23. H 0.44
24. H 0.32
25. H 0.17
26. H 0.46
27. H 0.23
28. H 0.53
29. C -0.04
30. O -0.71
31. N 0.09
32. C -0.05
33. H 0.00
34. C -2.19
35. H 0.69
36. H 0.40
37. C 2.92
38. C -0.86
39. H 0.47
40. C -1.36
41. H 0.57
42. H 0.44
43. H 0.35
44. C -0.95
45. O -0.72
46. N 0.10
47. H 0.40
48. C -1.79
49. H 0.45
50. C 1.16
51. C -0.63
52. C -0.83
53. C -0.67
54. C -0.68
55. C -1.00
56. H 0.37
57. H 0.31
58. H 0.35
59. H 0.34
60. H 0.33
61. H 0.31
62. H 0.36
63. H 0.33
64. H 0.13
65. H 0.27
66. H 0.19
67. H 0.45
68. C -2.14
69. H 0.69
70. C 0.34
71. H 0.76
72. C -1.39
73. C -0.14
74. N -0.56
75. O -0.23
76. C 0.57
77. C 0.07
78. C -1.18
79. C 0.33
80. C -0.89
81. C -0.10
82. H 0.66
83. H 0.44
84. Cl -0.23
85. H 0.45
86. H 0.46
87. H 0.47
88. H 0.43
89. H 0.32
90. H 0.38
91. H 0.36
92. H 0.29
93. H 0.05
94. H 0.41

***

Entry from the Open Molecules 2025 dataset: the ion C7H12ClN2S with charge +1 at a distorted geometry (ωB97M-V with the def2-TZVPD basis set).

Cartesian coordinates (Å):
C  -1.22790  1.34508  -1.69239
C  -0.22518  0.70615  -0.76550
S  0.88835  -0.32542  -1.80542
C  0.61505  1.60834  0.19452
C  1.53812  0.88259  1.16460
C  1.59607  -0.40937  1.56776
N  0.80265  -1.56921  1.18133
C  -0.36775  -1.52278  0.59453
N  -0.96120  -2.61365  0.18074
C  -1.04459  -0.20639  0.19447
Cl  -1.66387  0.56186  1.78529
H  -1.50780  0.45755  -2.19031
H  -0.93855  2.12046  -2.35366
H  -1.99959  1.79894  -1.14913
H  1.64763  0.64165  -2.18835
H  0.02957  2.30529  0.68392
H  1.29502  2.31448  -0.37093
H  2.28710  1.40762  1.77544
H  2.36708  -0.69284  2.23379
H  1.15049  -2.49785  1.16289
H  -1.87044  -2.36165  -0.16151
H  -0.56617  -3.57103  0.39764
H  -1.84413  -0.37982  -0.43970

## Properties
E_LUMO	-3.85	eV
charge	+1
SMILES	C[C@@]1(S)CC=CNC(=[NH2+])[C@H]1Cl
energy relative to the best compared isomer or geometry (same formula, charge and spin)	0.188	eV
calculated total energy	-1241.5349	Eh
largest force on an atom	3.5	eV/A

From a Mulliken analysis of the wavefunction, the atomic charges in e read:
1. C -1.70
2. C 0.88
3. S -0.13
4. C -1.25
5. C -0.03
6. C -0.56
7. N -0.08
8. C 0.24
9. N -0.33
10. C -0.64
11. Cl -0.06
12. H 0.52
13. H 0.36
14. H 0.40
15. H 0.21
16. H 0.56
17. H 0.49
18. H 0.35
19. H 0.42
20. H 0.21
21. H 0.27
22. H 0.27
23. H 0.61